one:
C2H3BrF2 | ωB97M-V with the def2-TZVPD basis set

## Properties
HOMO energy in eV: -11.02
Structure (SMILES): CC(F)(F)Br
Gap between HOMO and LUMO in eV: 11.64

Cartesian coordinates (Å):
C: -0.810 0.282 0.157
C: 0.570 -0.156 -0.253
F: 0.742 -0.724 -1.389
F: 0.808 -1.345 0.795
Br: 2.182 0.962 -0.059
H: -1.378 -0.650 0.071
H: -0.796 0.608 1.186
H: -1.318 1.024 -0.508

---

two:
C2H3BrF2 | ωB97M-V with the def2-TZVPD basis set

## Properties
HOMO energy in eV: -10.90
Gap between HOMO and LUMO in eV: 11.31

Cartesian coordinates (Å):
C: -0.248 -0.075 -0.027
C: -1.704 -0.140 -0.005
F: -2.215 -0.676 -1.026
F: -2.346 1.579 -0.052
Br: -2.550 -0.559 1.687
H: 0.237 -0.977 0.407
H: 0.140 0.057 -0.959
H: 0.214 0.498 0.780

---

Verdict on stability: one comes out on top.

---

one:
C4H7I | ωB97M-V with the def2-TZVPD basis set

## Properties
HOMO energy in eV: -8.51
Gap between HOMO and LUMO in eV: 9.16

Cartesian coordinates (Å):
C: 1.911 0.599 0.355
C: 0.619 -0.254 0.279
C: -0.736 0.251 0.191
C: -1.879 -0.758 -0.337
I: -1.031 2.204 -0.078
H: 1.907 1.551 -0.350
H: 2.421 -0.082 -0.453
H: 0.659 -1.316 0.172
H: 2.639 0.911 1.468
H: -1.318 -1.621 -0.567
H: -2.583 -0.414 -1.145
H: -2.610 -1.071 0.466

---

two:
C4H7I | ωB97M-V with the def2-TZVPD basis set

## Properties
HOMO energy in eV: -9.43
Structure (SMILES): C=C(C)CI
Gap between HOMO and LUMO in eV: 9.70

Cartesian coordinates (Å):
C: -0.958 -1.185 -0.021
C: 0.006 -0.227 -0.151
C: -0.333 1.066 0.456
C: 1.354 -0.422 -0.930
I: 3.230 0.019 0.155
H: -1.031 -2.232 -0.385
H: -1.961 -0.833 0.289
H: -0.044 1.984 -0.234
H: -1.421 1.096 0.488
H: 0.095 1.281 1.462
H: 1.469 0.275 -1.645
H: 1.464 -1.408 -1.251

---

Verdict on stability: two comes out on top.

---

one:
C12H18N6 | ωB97M-V with the def2-TZVPD basis set

## Properties
HOMO energy in eV: -11.38
Structure (SMILES): CC#N.CC#N.CC#N.CC#N.CC#N.CC#N
Gap between HOMO and LUMO in eV: 11.73

Cartesian coordinates (Å):
C: 1.153 -0.332 -1.342
C: -0.114 -0.711 -1.874
N: -1.160 -1.054 -2.286
H: 1.838 0.079 -2.083
H: 1.582 -1.232 -0.902
H: 1.036 0.503 -0.651
C: -6.137 0.414 -5.412
C: -7.203 0.360 -4.378
N: -8.081 0.284 -3.600
H: -6.686 0.811 -6.266
H: -5.717 -0.536 -5.742
H: -5.342 1.034 -5.000
C: 0.369 -0.478 4.690
C: 1.549 -1.119 4.192
N: 2.471 -1.656 3.726
H: -0.194 -1.228 5.246
H: -0.169 -0.032 3.854
H: 0.485 0.343 5.398
C: 6.431 -4.072 0.085
C: 7.066 -2.728 -0.038
N: 7.568 -1.698 -0.162
H: 7.093 -4.839 -0.316
H: 5.417 -4.107 -0.314
H: 6.449 -4.317 1.147
C: 4.655 7.060 -0.257
C: 3.473 6.247 0.081
N: 2.575 5.558 0.328
H: 4.814 7.931 0.378
H: 4.666 7.455 -1.273
H: 5.487 6.364 -0.158
C: -5.997 -2.204 1.724
C: -5.670 -2.743 3.002
N: -5.424 -3.179 4.092
H: -6.542 -1.274 1.886
H: -6.620 -2.869 1.125
H: -5.121 -2.033 1.099

---

two:
C12H18N6 | ωB97M-V with the def2-TZVPD basis set

## Properties
HOMO energy in eV: -10.49
Structure (SMILES): CC#N.CC#N.CC#N.CC#N.CC#N.CC#N
Gap between HOMO and LUMO in eV: 10.67

Cartesian coordinates (Å):
C: 0.259 0.184 -0.494
C: 0.024 -0.937 0.423
N: -0.231 -1.845 1.111
H: 0.571 -0.070 -1.507
H: 0.888 0.914 0.015
H: -0.617 0.817 -0.628
C: -0.837 3.451 0.975
C: -0.580 3.051 -0.387
N: -0.434 2.710 -1.450
H: -1.856 3.085 1.097
H: -0.823 4.519 1.195
H: -0.105 2.967 1.620
C: 3.086 3.386 1.571
C: 1.882 2.537 1.716
N: 0.950 1.843 1.704
H: 3.638 3.508 2.502
H: 2.931 4.398 1.196
H: 3.703 2.984 0.767
C: 1.987 -3.063 0.160
C: 1.929 -2.037 -0.860
N: 1.904 -1.169 -1.606
H: 2.564 -2.626 0.975
H: 2.495 -3.978 -0.144
H: 0.993 -3.286 0.550
C: -1.390 -3.186 -0.723
C: -0.293 -4.158 -0.793
N: 0.587 -4.922 -0.872
H: -2.162 -3.595 -1.375
H: -1.078 -2.159 -0.911
H: -1.712 -3.379 0.301
C: -2.543 -0.158 -1.097
C: -3.973 0.232 -0.848
N: -5.096 0.484 -0.736
H: -2.427 -0.662 -2.057
H: -2.167 -0.660 -0.205
H: -2.066 0.818 -1.185

---

Verdict on stability: one comes out on top.

---

one:
CHClF2OS2 | ωB97M-V with the def2-TZVPD basis set

## Properties
HOMO energy (spin up / spin down) in eV: -8.56 / -8.57
Gap between HOMO and LUMO (spin up / spin down) in eV: 4.88 / 4.89

Cartesian coordinates (Å):
C: 0.011 -1.189 -0.335
O: 0.880 0.598 -2.204
F: 0.303 -2.295 -1.031
F: 1.093 -0.922 0.413
S: -0.938 2.026 1.300
S: -0.284 0.398 -1.368
Cl: -0.320 2.806 2.965
H: -0.744 -1.422 0.259

---

two:
CHClF2OS2 | ωB97M-V with the def2-TZVPD basis set

## Properties
HOMO energy (spin up / spin down) in eV: -9.66 / -9.17
Gap between HOMO and LUMO (spin up / spin down) in eV: 4.32 / 3.80

Cartesian coordinates (Å):
C: 0.373 -0.666 -0.411
O: -1.016 1.446 -1.090
F: 1.511 -0.708 -1.042
F: 0.533 -1.340 0.779
S: 1.470 2.101 0.022
S: -0.289 1.138 0.124
Cl: -2.074 -0.827 2.420
H: -0.509 -1.144 -0.802

---

Verdict on stability: one comes out on top.

---

one:
C47H51ClN5O6PS2Y | ωB97M-V with the def2-TZVPD basis set

## Properties
⟨S²⟩: 0.77
HOMO energy (spin up / spin down) in eV: -6.32 / -7.08
Gap between HOMO and LUMO (spin up / spin down) in eV: 6.65 / 6.59
Spin multiplicity: 2

Cartesian coordinates (Å):
Y: -0.624 1.664 0.036
C: -1.344 -6.221 -0.035
C: -2.125 -4.956 0.198
C: -2.756 -4.313 -0.863
C: -3.487 -3.147 -0.672
C: -4.182 -2.463 -1.819
C: -3.568 -2.617 0.612
C: -2.935 -3.225 1.687
C: -2.961 -2.588 3.051
C: -2.226 -4.401 1.467
H: -2.010 -7.061 -0.243
H: -0.745 -6.483 0.837
H: -0.673 -6.120 -0.892
H: -2.682 -4.734 -1.862
H: -4.070 -1.380 -1.753
H: -5.252 -2.682 -1.808
H: -3.788 -2.796 -2.780
H: -4.128 -1.698 0.756
H: -2.248 -1.758 3.105
H: -2.680 -3.297 3.829
H: -3.955 -2.203 3.292
H: -1.722 -4.881 2.300
O: -1.322 3.668 -1.593
C: -0.980 2.593 -2.094
C: -0.905 2.339 -3.554
C: -1.277 3.236 -4.548
C: -1.176 2.858 -5.877
C: -0.707 1.590 -6.206
C: -0.327 0.693 -5.216
C: -0.427 1.067 -3.880
P: -0.007 0.018 -2.442
C: 0.472 -1.570 -3.207
C: 1.673 -1.741 -3.898
C: 2.006 -2.974 -4.437
C: 1.141 -4.052 -4.293
C: -0.055 -3.895 -3.610
C: -0.384 -2.659 -3.067
C: 1.625 0.662 -1.859
C: 2.565 -0.305 -1.269
C: 3.879 -0.051 -1.174
C: 4.484 1.094 -1.827
C: 3.749 1.971 -2.527
C: 2.280 1.941 -2.519
H: -1.639 4.215 -4.260
H: -1.462 3.546 -6.663
H: -0.636 1.297 -7.246
H: 0.034 -0.291 -5.489
H: 2.354 -0.904 -4.007
H: 2.941 -3.095 -4.968
H: 1.403 -5.015 -4.713
H: -0.731 -4.733 -3.496
H: -1.316 -2.541 -2.523
H: 2.174 -1.254 -0.922
H: 4.529 -0.774 -0.696
H: 5.564 1.170 -1.835
H: 4.230 2.727 -3.134
H: 1.781 2.328 -3.404
C: 7.413 2.698 0.349
C: 6.549 2.073 1.410
C: 5.165 2.214 1.377
C: 4.370 1.665 2.371
C: 4.947 0.946 3.411
N: 4.124 0.370 4.430
C: 2.999 -0.358 4.121
O: 1.995 -0.361 4.800
N: 3.138 -1.162 2.992
C: 2.021 -1.400 2.161
C: 1.833 -2.643 1.582
C: 0.764 -2.828 0.718
C: -0.062 -1.756 0.442
N: 0.139 -0.540 0.972
C: 1.136 -0.381 1.842
C: 6.326 0.792 3.454
C: 7.115 1.359 2.464
H: 6.844 2.880 -0.562
H: 8.262 2.059 0.102
H: 7.811 3.657 0.686
H: 4.684 2.765 0.577
H: 3.293 1.805 2.323
H: 4.010 0.899 5.281
H: 3.997 -1.030 2.476
H: 2.514 -3.451 1.820
H: 0.570 -3.784 0.255
H: -0.895 -1.855 -0.241
H: 1.247 0.599 2.285
H: 6.773 0.223 4.260
H: 8.190 1.235 2.506
O: -1.940 3.653 3.591
Cl: -0.874 3.226 2.740
O: -0.982 1.764 2.502
O: 0.392 3.534 3.294
O: -1.027 3.797 1.403
C: -5.480 4.091 -0.057
C: -4.149 3.984 0.664
N: -4.150 2.911 1.663
C: -3.824 1.646 1.438
S: -3.374 1.086 -0.129
N: -3.832 0.775 2.450
C: -4.063 1.091 3.855
C: -5.542 1.190 4.200
H: -5.445 4.909 -0.778
H: -6.298 4.284 0.639
H: -5.693 3.170 -0.599
H: -3.911 4.900 1.205
H: -3.338 3.811 -0.039
H: -4.248 3.197 2.625
H: -3.460 -0.130 2.216
H: -3.520 2.002 4.113
H: -3.590 0.295 4.429
H: -6.042 1.961 3.613
H: -5.666 1.435 5.255
H: -6.048 0.244 4.004
S: 1.900 2.655 0.294
C: 1.560 2.033 -1.248

---

two:
C47H51ClN5O6PS2Y | ωB97M-V with the def2-TZVPD basis set

## Properties
⟨S²⟩: 0.77
HOMO energy (spin up / spin down) in eV: -6.19 / -6.92
Gap between HOMO and LUMO (spin up / spin down) in eV: 6.50 / 6.59
Spin multiplicity: 2

Cartesian coordinates (Å):
Y: 0.026 -1.457 0.994
C: 1.822 5.970 -0.265
C: 1.523 4.959 0.810
C: 2.561 4.261 1.420
C: 2.311 3.330 2.422
C: 3.434 2.608 3.118
C: 0.992 3.091 2.794
C: -0.067 3.759 2.191
C: -1.490 3.435 2.561
C: 0.217 4.700 1.206
H: 2.290 6.862 0.157
H: 0.913 6.282 -0.780
H: 2.514 5.561 -1.005
H: 3.585 4.454 1.114
H: 3.156 1.577 3.338
H: 3.673 3.093 4.067
H: 4.342 2.606 2.514
H: 0.809 2.359 3.573
H: -1.794 2.474 2.134
H: -2.183 4.186 2.183
H: -1.612 3.388 3.647
H: -0.600 5.225 0.722
O: 1.238 -3.810 1.871
C: 1.848 -2.969 1.207
C: 3.250 -3.176 0.755
C: 4.036 -4.259 1.135
C: 5.338 -4.357 0.675
C: 5.852 -3.372 -0.164
C: 5.070 -2.295 -0.553
C: 3.760 -2.191 -0.093
P: 2.595 -0.841 -0.512
C: 3.662 0.354 -1.389
C: 4.073 0.190 -2.711
C: 4.869 1.149 -3.322
C: 5.264 2.279 -2.618
C: 4.860 2.451 -1.301
C: 4.057 1.496 -0.695
C: 1.546 -1.571 -1.846
C: 1.025 -0.682 -2.892
C: 0.524 -1.159 -4.043
C: 0.658 -2.553 -4.415
C: 1.273 -3.436 -3.616
C: 1.656 -3.108 -2.235
H: 3.605 -5.007 1.788
H: 5.959 -5.195 0.967
H: 6.873 -3.446 -0.519
H: 5.485 -1.538 -1.205
H: 3.766 -0.689 -3.265
H: 5.182 1.013 -4.349
H: 5.886 3.025 -3.096
H: 5.166 3.331 -0.748
H: 3.730 1.636 0.330
H: 1.065 0.387 -2.721
H: 0.113 -0.467 -4.768
H: 0.346 -2.851 -5.408
H: 1.506 -4.432 -3.974
H: 2.503 -3.647 -1.817
C: -5.158 -2.653 -6.931
C: -5.207 -1.749 -5.729
C: -4.377 -1.966 -4.633
C: -4.450 -1.163 -3.507
C: -5.343 -0.096 -3.471
N: -5.430 0.738 -2.323
C: -4.372 1.302 -1.659
O: -4.444 1.688 -0.509
N: -3.217 1.415 -2.411
C: -1.970 1.575 -1.782
C: -1.069 2.566 -2.125
C: 0.141 2.626 -1.447
C: 0.410 1.696 -0.463
N: -0.440 0.702 -0.165
C: -1.606 0.655 -0.808
C: -6.168 0.141 -4.563
C: -6.106 -0.687 -5.673
H: -4.208 -3.182 -6.987
H: -5.293 -2.090 -7.854
H: -5.952 -3.401 -6.882
H: -3.672 -2.789 -4.649
H: -3.818 -1.367 -2.651
H: -6.284 0.742 -1.790
H: -3.252 1.233 -3.400
H: -1.320 3.287 -2.893
H: 0.869 3.394 -1.666
H: 1.332 1.732 0.101
H: -2.288 -0.142 -0.545
H: -6.855 0.978 -4.537
H: -6.759 -0.496 -6.516
O: -3.555 -2.123 3.277
Cl: -2.859 -2.125 2.027
O: -2.221 -0.805 1.819
O: -3.735 -2.403 0.945
O: -1.746 -3.062 2.067
C: 0.531 -3.286 6.090
C: -0.418 -3.093 4.920
N: -1.069 -1.780 4.954
C: -0.609 -0.679 4.381
S: 0.893 -0.656 3.535
N: -1.321 0.448 4.467
C: -2.651 0.585 5.045
C: -2.619 0.751 6.560
H: 0.977 -4.279 6.043
H: 0.011 -3.187 7.044
H: 1.333 -2.548 6.050
H: -1.219 -3.832 4.930
H: 0.105 -3.202 3.972
H: -2.000 -1.751 5.338
H: -0.966 1.207 3.910
H: -3.267 -0.264 4.743
H: -3.102 1.460 4.579
H: -2.145 -0.103 7.046
H: -3.634 0.843 6.949
H: -2.061 1.645 6.837
S: -1.040 -2.797 -1.118
C: 0.629 -2.636 -1.310

---

Verdict on stability: one comes out on top.

---

one:
C3H3NO4 | ωB97M-V with the def2-TZVPD basis set

## Properties
HOMO energy in eV: -9.63
Gap between HOMO and LUMO in eV: 8.62

Cartesian coordinates (Å):
C: -0.389 1.062 0.821
N: -0.283 -0.563 -1.369
C: 0.173 -1.141 0.764
C: 0.436 0.492 -0.828
O: -0.409 -1.589 -0.378
O: -0.782 -0.052 1.403
O: 0.863 -1.750 1.503
O: 1.052 1.289 -1.465
H: -0.017 -0.986 -2.256
H: 0.544 1.464 1.228
H: -1.187 1.775 0.578

---

two:
C3H3NO4 | ωB97M-V with the def2-TZVPD basis set

## Properties
HOMO energy in eV: -9.92
Structure (SMILES): O=CC(=O)C(=O)NO
Gap between HOMO and LUMO in eV: 8.46

Cartesian coordinates (Å):
O: -2.958 -0.256 -0.363
C: -1.926 0.391 -0.147
C: -0.566 -0.365 0.234
O: -0.492 -1.530 0.505
C: 0.639 0.676 0.092
O: 0.440 1.893 0.201
N: 1.890 0.255 -0.033
O: 2.434 -0.942 -0.401
H: -1.877 1.394 -0.123
H: 2.580 1.006 -0.127
H: 1.788 -1.718 -0.124

---

Verdict on stability: two comes out on top.